(1)
The following is a quantum chemistry calculation of a cluster of 5 separate species, C7H22NO4 in total in a non-equilibrium geometry, from OMol25.

Element x y z (Å)
1 C 0.35377 0.25184 0.66882
2 C 0.00660 1.63434 0.11837
3 C -0.49925 1.56413 -1.34214
4 C 0.19388 2.11060 -2.34447
5 C -2.93812 2.06002 -1.35290
6 C -1.93711 1.25073 -1.60406
7 C -2.18902 0.00825 -2.40736
8 N 1.15493 -0.65357 -0.20859
9 H -0.61493 -0.23446 0.78377
10 H 0.88873 0.47317 1.59932
11 H 0.91251 2.26835 0.04100
12 H -0.70444 2.18826 0.73585
13 H 1.05982 2.78217 -2.27219
14 H -0.23470 2.02060 -3.36014
15 H -2.86680 3.04477 -0.86899
16 H -3.98067 1.80275 -1.55086
17 H -1.66395 0.23600 -3.36286
18 H -3.21627 -0.26552 -2.65274
19 H -1.65794 -0.88588 -2.11246
20 H 1.74626 -0.02684 -0.75876
21 H 0.46131 -1.14051 -0.81248
22 H 1.56485 -1.46493 0.26742
23 H 3.31384 -1.60705 2.24627
24 H 4.11917 -1.34943 1.07854
25 O 3.48893 -2.01807 1.38313
26 H -1.12163 -3.86825 2.64110
27 H 0.03361 -2.86413 3.06525
28 O -0.71105 -3.01738 2.48853
29 H 2.78438 0.98912 3.82173
30 H 3.55435 1.09922 2.46397
31 O 3.06157 0.50202 3.04546
32 H -1.18134 -2.44361 0.92021
33 H -1.99765 -2.39420 -0.37140
34 O -1.18364 -2.05252 0.01365

As for the lowest unoccupied orbital energy: -0.1041 Eh. The value obtained for the largest force on an atom is 2.76 eV Å⁻¹. For the highest occupied orbital energy, the calculation gives -0.44444 hartree. The value obtained for the frontier orbital gap is 9.3 eV. Its charge is +1. As for the electronic energy: -17288.6889 eV.


(2)
The following is a quantum chemistry calculation of a structure of composition C7H23AgBrN7O4 in a non-equilibrium geometry, from OMol25.

Element x y z (Å)
1 Ag -3.11006 1.41744 0.57929
2 Br -0.59409 0.42251 0.74509
3 C 1.70749 -0.28431 -4.68473
4 C 1.36745 0.74021 -3.61374
5 C 0.16088 1.62471 -3.95201
6 O -1.03583 0.90694 -4.07177
7 C -1.46898 0.75194 -5.40564
8 N 1.10996 -0.02598 -2.36372
9 H 1.96601 0.21608 -5.62031
10 H 0.92019 -1.03166 -4.75973
11 H 2.59883 -0.85906 -4.41070
12 H 2.19961 1.44667 -3.47016
13 H 0.39866 2.23966 -4.82875
14 H 0.14819 2.38114 -3.15224
15 H -0.96308 -0.10691 -5.86521
16 H -1.25087 1.64167 -5.99723
17 H -2.52823 0.50467 -5.46032
18 H 2.03892 -0.39988 -2.16005
19 H 1.01503 0.63361 -1.58817
20 C -2.82756 -2.30670 3.79750
21 O -3.23987 -2.92491 4.75482
22 N -3.05260 -2.68536 2.48657
23 N -2.03652 -1.19484 3.92855
24 H -3.81129 -3.33961 2.38583
25 H -2.98049 -1.99706 1.75640
26 H -1.66035 -0.68172 3.15293
27 H -1.81324 -0.88564 4.85592
28 C 1.73692 -2.82742 2.48236
29 O 2.56559 -3.55892 2.99355
30 N 1.94222 -1.48852 2.29079
31 N 0.47114 -3.26906 2.14208
32 H 1.22805 -0.93268 1.85532
33 H 2.75787 -1.10795 2.72926
34 H 0.12353 -4.14374 2.47799
35 H -0.06894 -2.67257 1.54030
36 C 0.86949 3.35155 3.43998
37 O 1.06435 4.24096 4.24916
38 N 0.16624 2.20904 3.72672
39 N 1.23896 3.44966 2.12325
40 H -0.04081 1.96242 4.67459
41 H -0.10757 1.58884 2.98240
42 H 1.79343 4.22991 1.82699
43 H 1.00139 2.76491 1.42682

As for the lowest unoccupied orbital energy: -0.1071 Eh. The value obtained for the largest force on an atom is 1.47 eV Å⁻¹. For the highest occupied orbital energy, the calculation gives -0.34754 hartree. The value obtained for the frontier orbital gap is 6.5 eV. Its charge is 0. As for the electronic energy: -100296.5227 eV.


(3)
The following is a quantum chemistry calculation of a structure of composition C7H23CsN2O5 in a non-equilibrium geometry, from OMol25.

Element x y z (Å)
1 Cs -11.02731 24.47174 -26.72391
2 O -12.16257 25.72369 -29.14425
3 H -13.08543 25.57638 -29.42914
4 C -12.18090 21.67104 -30.60477
5 O -11.84300 20.51399 -30.61538
6 N -11.89086 22.48298 -29.65125
7 N -12.86704 22.23114 -31.58007
8 H -12.60624 23.14281 -29.38121
9 H -11.23702 22.16624 -28.94962
10 H -12.98730 21.67417 -32.41397
11 H -13.24481 23.16780 -31.57151
12 C -14.42776 25.92315 -25.13281
13 C -14.85064 26.10516 -26.60597
14 O -13.89036 26.90334 -27.27565
15 H -14.52668 26.88030 -24.62075
16 H -13.38680 25.60048 -25.15274
17 H -14.96626 25.10221 -24.65934
18 H -15.89602 26.40945 -26.65768
19 H -14.84112 25.12603 -27.08485
20 H -13.57292 26.49310 -28.08346
21 C -9.31651 29.64719 -28.22562
22 C -10.50540 28.77181 -28.57216
23 O -10.11171 27.49108 -28.95317
24 H -8.99393 30.16007 -29.13171
25 H -8.55989 29.15570 -27.61400
26 H -9.70381 30.37296 -27.51052
27 H -11.05559 29.18572 -29.41719
28 H -11.18847 28.65579 -27.73069
29 H -10.81123 26.85731 -29.12814
30 C -13.67995 27.41223 -33.09443
31 C -13.81517 26.14169 -32.20256
32 O -12.60869 25.57511 -31.76232
33 H -14.64106 27.90804 -33.23056
34 H -13.35547 26.93977 -34.02157
35 H -12.92573 28.06828 -32.65985
36 H -14.45675 25.39789 -32.67504
37 H -14.46495 26.41280 -31.37046
38 H -12.56300 25.78384 -30.82640

As for the lowest unoccupied orbital energy: -0.0296 Eh. The value obtained for the largest force on an atom is 5.77 eV Å⁻¹. For the highest occupied orbital energy, the calculation gives -0.33500 hartree. The value obtained for the frontier orbital gap is 8.3 eV. Its charge is 0. As for the electronic energy: -21396.6422 eV.


(4)
The following is a quantum chemistry calculation of a cluster of 4 separate species, C7H23NO3 in total in a non-equilibrium geometry, from OMol25.

Element x y z (Å)
1 C 0.59362 0.11197 1.70603
2 N 0.45874 -0.64985 0.53570
3 C 0.47678 -2.11526 0.64025
4 C -0.75155 -2.56633 1.40884
5 C 0.60071 -2.75370 -0.73889
6 C 1.29068 1.50189 1.50795
7 C -0.50606 3.26171 1.39186
8 C 0.62361 2.54960 0.62895
9 H -0.31090 0.29995 2.30328
10 H 1.28367 -0.29596 2.44003
11 H -0.27580 -0.24249 -0.08200
12 H 1.37666 -2.38415 1.19074
13 H -1.66975 -2.06613 1.07528
14 H -0.70866 -2.46469 2.48996
15 H -0.90159 -3.63492 1.26310
16 H -0.38538 -2.88696 -1.16536
17 H 0.82194 -3.82372 -0.65595
18 H 1.26397 -2.22992 -1.40486
19 H 1.40582 1.92577 2.51669
20 H 2.31516 1.34566 1.14861
21 H -0.14280 3.61508 2.36198
22 H -1.39594 2.63655 1.52071
23 H -0.84620 4.10579 0.81495
24 H 1.31490 3.35888 0.43003
25 H 0.21788 2.18649 -0.31238
26 H -1.42358 -1.97495 -1.88718
27 H -1.57378 -1.13801 -3.46018
28 O -1.79280 -1.44588 -2.57764
29 H -2.68156 1.20599 -0.74926
30 H -1.84809 1.15682 -2.08028
31 O -1.78817 1.19334 -1.11627
32 H 1.54119 0.41564 -1.21203
33 H 0.78348 1.02663 -2.42180
34 O 1.66260 0.89121 -2.03625

As for the lowest unoccupied orbital energy (spin up / spin down): -0.0996 / -0.2818 Eh. The spin multiplicity is 2. The value obtained for the largest force on an atom is 3.05 eV Å⁻¹. For the highest occupied orbital energy (spin up / spin down), the calculation gives -0.53913 / -0.53894 hartree. The value obtained for the frontier orbital gap (spin up / spin down) is 12.0 / 7.0 eV. Its charge is +1. As for the electronic energy: -15255.5362 eV.


> Which formula does entry 2 have?

C7H23AgBrN7O4


> electronic energy of number 3 (C7H23CsN2O5)?

-21396.6422 eV


Please write out number 2 again, unchanged.
The following is a quantum chemistry calculation of a structure of composition C7H23AgBrN7O4 in a non-equilibrium geometry, from OMol25.

Element x y z (Å)
1 Ag -3.11006 1.41744 0.57929
2 Br -0.59409 0.42251 0.74509
3 C 1.70749 -0.28431 -4.68473
4 C 1.36745 0.74021 -3.61374
5 C 0.16088 1.62471 -3.95201
6 O -1.03583 0.90694 -4.07177
7 C -1.46898 0.75194 -5.40564
8 N 1.10996 -0.02598 -2.36372
9 H 1.96601 0.21608 -5.62031
10 H 0.92019 -1.03166 -4.75973
11 H 2.59883 -0.85906 -4.41070
12 H 2.19961 1.44667 -3.47016
13 H 0.39866 2.23966 -4.82875
14 H 0.14819 2.38114 -3.15224
15 H -0.96308 -0.10691 -5.86521
16 H -1.25087 1.64167 -5.99723
17 H -2.52823 0.50467 -5.46032
18 H 2.03892 -0.39988 -2.16005
19 H 1.01503 0.63361 -1.58817
20 C -2.82756 -2.30670 3.79750
21 O -3.23987 -2.92491 4.75482
22 N -3.05260 -2.68536 2.48657
23 N -2.03652 -1.19484 3.92855
24 H -3.81129 -3.33961 2.38583
25 H -2.98049 -1.99706 1.75640
26 H -1.66035 -0.68172 3.15293
27 H -1.81324 -0.88564 4.85592
28 C 1.73692 -2.82742 2.48236
29 O 2.56559 -3.55892 2.99355
30 N 1.94222 -1.48852 2.29079
31 N 0.47114 -3.26906 2.14208
32 H 1.22805 -0.93268 1.85532
33 H 2.75787 -1.10795 2.72926
34 H 0.12353 -4.14374 2.47799
35 H -0.06894 -2.67257 1.54030
36 C 0.86949 3.35155 3.43998
37 O 1.06435 4.24096 4.24916
38 N 0.16624 2.20904 3.72672
39 N 1.23896 3.44966 2.12325
40 H -0.04081 1.96242 4.67459
41 H -0.10757 1.58884 2.98240
42 H 1.79343 4.22991 1.82699
43 H 1.00139 2.76491 1.42682

As for the lowest unoccupied orbital energy: -0.1071 Eh. The value obtained for the largest force on an atom is 1.47 eV Å⁻¹. For the highest occupied orbital energy, the calculation gives -0.34754 hartree. The value obtained for the frontier orbital gap is 6.5 eV. Its charge is 0. As for the electronic energy: -100296.5227 eV.


> largest force on an atom of number 3 (C7H23CsN2O5)?

5.77 eV Å⁻¹